Entry 1:
# C2H12O3S

4 unconnected molecules or ions with the total composition C2H12O3S (the ωB97M-V functional and the def2-TZVPD basis, OMol25).

```
18
Properties=species:S:1:pos:R:3:mulliken_charge:R:1
C -0.40736 2.77310 1.26255 -0.72
S -1.32301 1.38554 1.78259 -0.09
C -0.02571 0.37858 2.52928 -0.76
H 0.29184 2.95662 2.07953 0.28
H -1.20780 3.58140 0.81520 0.25
H 0.22920 2.54025 0.41847 0.24
H -0.59174 -0.57814 2.62095 0.28
H 0.79770 0.47360 1.64631 0.21
H 0.24956 0.82530 3.47653 0.33
O 2.19935 -0.72986 -2.36625 -0.61
H 2.73336 0.04866 -2.54831 0.30
H 1.38019 -0.34016 -1.98166 0.30
O -0.95308 -1.11764 -1.18210 -0.59
H -1.87430 -1.01066 -0.82157 0.32
H -0.65664 -0.47755 -0.49988 0.26
O 1.20706 -3.55214 -2.85846 -0.64
H 2.06552 -3.16757 -2.59338 0.31
H 0.72291 -2.73336 -2.63006 0.33
```

As for the energy relative to the best compared isomer or geometry (same formula, charge and spin): 39.7 kcal/mol. The SMILES is CSC.O.O.O. The calculation puts the total energy at -19245.0154 eV. As for the total charge: 0.

Entry 2:
# C34H88BNO11P

9 unconnected molecules or ions with the total composition C34H88BNO11P (the ωB97M-V functional and the def2-TZVPD basis, OMol25).

```
136
Properties=species:S:1:pos:R:3:mulliken_charge:R:1
C 1.35970 -2.93770 -0.86556 -0.69
C 2.34834 -2.34489 0.10522 0.66
O 3.22950 -2.99714 0.63034 -0.64
O 2.12213 -1.04015 0.34075 0.13
C 3.26175 -0.25019 0.72342 -0.67
C 3.24186 1.07767 -0.08158 -0.79
C 2.18542 1.09050 -1.18809 -0.91
C 0.81772 1.49830 -0.62088 -0.33
C -0.31998 0.71240 -1.26698 1.43
C -1.68620 1.33055 -0.97470 -0.33
C -2.86011 0.34947 -1.05624 -0.85
C -2.70024 -0.92750 -0.23145 1.19
B -3.96623 -1.97038 -0.43224 0.82
O -3.60602 -3.22898 -1.12272 -0.78
P -4.78713 -2.46831 1.29016 0.31
N -4.20188 -3.78373 2.00505 -0.61
H 1.85916 -3.20783 -1.78947 0.28
H 0.97593 -3.84830 -0.40984 0.34
H 0.51746 -2.27577 -1.03718 -0.09
H 3.12489 0.00126 1.77220 0.19
H 4.19694 -0.77360 0.57438 0.40
H 4.21831 1.23475 -0.54460 0.36
H 3.10228 1.91627 0.59672 0.34
H 2.11434 0.13077 -1.69117 0.43
H 2.49258 1.82751 -1.92933 0.45
H 0.79273 1.34357 0.45914 0.19
H 0.64295 2.56089 -0.80893 0.42
H -0.26891 -0.31524 -0.91673 -1.08
H -0.14039 0.71150 -2.34214 -0.23
H -1.66108 1.85956 -0.02486 -0.03
H -1.84649 2.10846 -1.73100 0.42
H -3.08622 0.09234 -2.09291 0.24
H -3.74702 0.85948 -0.67172 0.33
H -2.53271 -0.66385 0.81923 -0.96
H -1.80928 -1.47540 -0.55767 -0.66
H -4.84451 -1.37795 -1.07438 -0.23
H -2.79328 -3.13458 -1.61037 0.17
H -6.17795 -2.66794 1.07487 -0.05
H -4.72970 -1.34864 2.16558 -0.09
H -3.46532 -4.16672 1.42575 0.12
C 0.83611 -0.88411 3.40793 -0.94
C -0.42420 -0.77091 4.25658 0.39
C -0.78387 -2.10746 4.88971 -1.16
O -1.50979 -0.28514 3.47662 -0.40
H 0.69177 -1.59588 2.59256 0.10
H 1.07399 0.07969 2.95535 0.20
H 1.69209 -1.21294 4.00281 0.35
H -0.26882 -0.02465 5.03855 0.37
H -0.98690 -2.85492 4.11882 0.34
H -1.68686 -2.01640 5.49330 0.39
H 0.02682 -2.47535 5.52465 0.09
H -1.69816 -0.91257 2.76868 0.14
C -5.95198 -3.98030 -6.11097 -1.33
C -5.00502 -3.79505 -4.93133 0.42
C -5.57058 -4.41658 -3.66286 -0.98
O -4.72989 -2.40981 -4.73873 -0.52
H -6.90647 -3.48559 -5.91041 0.34
H -5.53387 -3.53361 -7.01500 0.32
H -6.14606 -5.03749 -6.30165 0.36
H -4.04245 -4.25300 -5.16601 0.23
H -6.51776 -3.93934 -3.39459 0.31
H -4.88770 -4.27149 -2.82351 0.14
H -5.74793 -5.48599 -3.80032 0.39
H -5.55412 -1.97409 -4.50294 0.33
C 5.09446 5.57100 -1.92635 -1.48
C 4.29563 4.61381 -2.79680 0.50
C 3.51356 5.35956 -3.86696 -1.07
O 3.41402 3.82962 -1.99732 -0.29
H 4.42924 6.26321 -1.40287 0.45
H 5.65205 5.02195 -1.16578 0.32
H 5.79687 6.15241 -2.52687 0.35
H 4.97394 3.90251 -3.27199 0.24
H 2.79647 6.04395 -3.40557 0.36
H 2.94776 4.65929 -4.48229 0.03
H 4.17842 5.93804 -4.51102 0.37
H 2.79462 4.42574 -1.56321 0.23
C 1.12849 2.21819 -6.56789 -1.36
C 1.15390 1.12008 -5.51386 0.56
C 0.76265 -0.22748 -6.10261 -1.45
O 0.29320 1.45220 -4.43096 -0.43
H 0.12034 2.32915 -6.97637 0.38
H 1.41162 3.17523 -6.12814 0.25
H 1.81074 1.99625 -7.39065 0.39
H 2.15457 1.05303 -5.08321 0.24
H -0.25672 -0.19023 -6.49576 0.35
H 0.78739 -0.99975 -5.33392 0.33
H 1.43462 -0.51781 -6.91258 0.41
H -0.60638 1.51707 -4.76904 0.27
C 9.92621 6.23198 -5.07726 -1.41
C 8.68447 6.10288 -4.20809 0.46
C 8.59160 4.72954 -3.56311 -1.03
O 7.51151 6.36520 -4.97969 -0.52
H 9.89966 5.49978 -5.88894 0.35
H 9.97471 7.22261 -5.52979 0.33
H 10.83524 6.06873 -4.49678 0.38
H 8.70364 6.86887 -3.43173 0.28
H 8.52358 3.94927 -4.32638 0.34
H 7.69496 4.65958 -2.94745 0.09
H 9.46053 4.52152 -2.93733 0.40
H 7.46407 5.70230 -5.67544 0.34
C -4.36715 3.60928 2.67320 -1.37
C -2.85599 3.43987 2.66445 1.09
C -2.19841 4.24069 3.77875 -1.51
O -2.32399 3.82496 1.39849 -0.48
H -4.63371 4.65893 2.51262 0.34
H -4.81837 3.02716 1.86995 0.32
H -4.79726 3.28527 3.62199 0.38
H -2.60800 2.38395 2.77852 -0.10
H -2.40106 5.30877 3.65119 0.38
H -1.11666 4.10580 3.75717 0.35
H -2.56838 3.93450 4.75841 0.37
H -2.52496 4.75493 1.25725 0.28
C -7.66348 -4.51520 4.79172 -1.10
C -6.42110 -4.98775 5.53582 0.31
C -5.67784 -3.81657 6.16514 -1.10
O -5.56377 -5.69730 4.65920 -0.56
H -7.38111 -3.84017 3.98032 0.21
H -8.18484 -5.36320 4.34615 0.30
H -8.35315 -3.99036 5.45766 0.36
H -6.71171 -5.69691 6.31555 0.30
H -5.34199 -3.12452 5.38933 0.22
H -4.79182 -4.16958 6.69390 0.29
H -6.31252 -3.27202 6.86907 0.38
H -5.28704 -5.08296 3.95746 0.33
C 2.14294 -4.77379 7.40631 -1.24
C 2.87409 -3.48205 7.07539 0.48
C 3.44762 -3.51095 5.66766 -1.18
O 3.91753 -3.24939 8.02527 -0.60
H 2.83073 -5.62289 7.35670 0.35
H 1.73995 -4.73609 8.41871 0.31
H 1.32206 -4.95395 6.71109 0.35
H 2.18664 -2.64089 7.17290 0.16
H 4.17752 -4.31910 5.56520 0.42
H 3.96758 -2.57833 5.44743 0.29
H 2.66588 -3.65645 4.92086 0.31
H 4.53842 -3.98048 7.95582 0.36
```

The calculation puts the total energy at -70664.7603 eV. As for the total charge: -1.

Entry 3:
# C38H51BiCl3N2O3SbSi

A molecular structure, C38H51BiCl3N2O3SbSi (the ωB97M-V functional and the def2-TZVPD basis, OMol25).

```
100
Properties=species:S:1:pos:R:3:mulliken_charge:R:1
C -5.90278 -1.72187 -0.49639 -1.65
C -6.13159 -0.89578 -1.72217 0.38
H -6.42765 -1.24478 0.34446 0.39
H -4.83664 -1.83919 -0.26015 0.29
H -6.33311 -2.73125 -0.62418 0.33
C -7.34952 -0.44816 -2.05911 0.30
C -8.58492 -0.69911 -1.27861 -1.52
H -7.52121 0.09636 -2.98803 0.32
H -8.52057 -0.35419 -0.24329 0.33
H -8.86248 -1.75767 -1.26587 0.31
H -9.39929 -0.15726 -1.76100 0.39
Bi 0.00854 -1.24582 -0.22497 1.57
Cl 2.16596 -2.77803 0.24294 -0.57
Cl -1.38105 -2.71824 -1.71879 -0.49
C 2.12706 -0.39429 -2.71948 -0.04
O 1.66978 0.12298 -1.66286 -0.56
N 2.31014 0.27606 -3.87018 0.16
C 2.35595 1.74359 -3.91409 -0.75
C 1.89169 -0.40561 -5.08411 -0.86
H 2.40819 -1.46755 -2.75185 0.44
H 2.91842 2.10577 -3.04610 0.25
H 1.34271 2.18100 -3.93255 0.21
H 2.86486 2.01518 -4.84533 0.34
H 2.06383 -1.47869 -4.96153 0.34
H 2.46804 -0.02126 -5.92648 0.32
H 0.82586 -0.25162 -5.30286 0.26
H -0.97783 0.06219 4.86846 0.29
H -2.84305 0.59754 2.26396 0.22
C -1.06686 1.14847 4.68934 -0.90
C -2.49861 1.55486 2.70223 -0.76
N -1.15935 1.44032 3.26518 0.19
H -0.18767 1.67268 5.08968 0.30
C -0.06088 1.26040 2.51187 0.44
O -0.00334 1.26735 1.27296 -0.48
H -2.49354 2.34108 1.93747 0.21
H 0.83650 1.04634 3.13202 -0.10
H -1.97124 1.53346 5.16199 0.32
H -3.14851 1.84337 3.53941 0.37
O -4.01694 0.15677 -1.84333 -0.10
C -4.91677 -0.63419 -2.61622 0.24
C -5.73927 1.22962 -4.07654 -0.41
C -5.21214 -0.05401 -3.98135 0.21
H -5.99189 1.76424 -3.15671 0.78
C -5.85618 1.83745 -5.33188 -0.94
H -4.42827 -1.60556 -2.76665 0.26
C -4.90487 -0.79909 -5.12512 -0.31
H -6.15647 2.88814 -5.39265 0.42
C -5.58128 1.08650 -6.47343 -0.54
C -5.12914 -0.23472 -6.38145 -0.64
H -4.48414 -1.79569 -4.96077 0.38
H -5.71555 1.53829 -7.45644 0.39
H -4.92152 -0.83516 -7.26578 0.40
Si -2.83060 1.28031 -2.22905 0.07
Cl -1.56396 -1.64825 1.79031 -0.54
C -3.60227 2.95744 -2.54223 -1.21
C -1.83723 0.74880 -3.69299 -0.55
C -1.84649 1.29354 -0.66176 -0.35
H -4.13889 2.97578 -3.49658 0.28
H -2.82307 3.72808 -2.58393 0.43
H -4.31186 3.22623 -1.75044 0.30
H -2.08855 2.15489 -0.01726 0.06
H -0.79411 1.40163 -0.95084 0.45
H -2.01921 0.39851 -0.02039 -0.26
H -2.50668 0.51560 -4.52906 0.32
H -1.26113 -0.15810 -3.46616 0.11
H -1.14959 1.53620 -4.02575 0.24
C 8.32409 -0.52443 0.95733 -0.57
C 7.45056 -1.44410 0.36807 -0.39
C 6.06703 -1.36384 0.58572 -0.72
C 5.56603 -0.41379 1.47745 0.02
C 6.40156 0.59342 1.96144 -0.02
C 7.78251 0.52126 1.71198 -0.45
Sb 3.60757 -0.87424 2.31988 0.83
C 4.39359 -2.52025 3.52397 0.19
C 3.54140 -3.62760 3.59119 -0.70
C 3.90768 -4.73382 4.36847 -0.54
C 5.13374 -4.73209 5.04852 -0.44
C 5.99961 -3.63665 4.94846 -0.56
C 5.62893 -2.51865 4.18272 -0.07
C 3.40944 0.66726 3.84881 0.15
C 3.67626 0.40959 5.19711 -0.42
C 3.90482 1.48872 6.06585 -0.49
C 3.84282 2.80263 5.58993 -0.54
C 3.47338 3.05286 4.26534 -0.70
C 3.22625 1.98049 3.40339 -0.43
H 9.40901 -0.61315 0.81430 0.35
H 7.84903 -2.23363 -0.26661 0.37
H 5.40094 -2.07599 0.09794 0.36
H 6.00536 1.41602 2.55467 0.39
H 8.44294 1.28472 2.12198 0.38
H 2.59057 -3.63757 3.04959 0.32
H 3.22615 -5.58892 4.43390 0.37
H 5.41857 -5.60040 5.64830 0.35
H 6.97222 -3.64305 5.45382 0.36
H 6.31682 -1.66857 4.11689 0.40
H 3.72843 -0.61378 5.57522 0.46
H 4.14549 1.29819 7.11523 0.37
H 4.10087 3.63438 6.24405 0.37
H 3.38821 4.07699 3.88816 0.43
H 2.90037 2.18610 2.37939 0.50
```

As for the energy relative to the best compared isomer or geometry (same formula, charge and spin): 6.3 kcal/mol. The calculation puts the total energy at -107181.2648 eV. As for the total charge: 0.

Number 1: highest occupied orbital energy -8.98 eV, Kohn-Sham gap 9.19 eV, F_max 3.33 eV/Å. Number 2: highest occupied orbital energy -4.46 eV, Kohn-Sham gap 6.27 eV, F_max 1.38 eV/Å. Number 3: highest occupied orbital energy -7.41 eV, Kohn-Sham gap 7.18 eV, F_max 2.23 eV/Å.